[1]
{
  "formula": "C20H64N6O20",
  "method": "ωB97M-V with the def2-TZVPD basis set",
  "elements": ["N", "C", "N", "O", "H", "H", "H", "H", "N", "C", "N", "O", "H", "H", "H", "H", "N", "C", "N", "O", "H", "H", "H", "H", "O", "C", "C", "O", "H", "H", "H", "H", "H", "H", "O", "C", "C", "O", "H", "H", "H", "H", "H", "H", "O", "C", "C", "O", "H", "H", "H", "H", "H", "H", "O", "C", "C", "O", "H", "H", "H", "H", "H", "H", "O", "C", "C", "O", "H", "H", "H", "H", "H", "H", "O", "C", "C", "O", "H", "H", "H", "H", "H", "H", "O", "C", "C", "O", "H", "H", "H", "H", "H", "H", "O", "C", "C", "O", "H", "H", "H", "H", "H", "H", "C", "O", "H", "H", "H", "H"],
  "positions_angstrom": [[0.957258, -2.699481, -1.679007], [1.331294, -3.864133, -1.932609], [0.380457, -4.741410, -1.994681], [2.481297, -4.125231, -1.960250], [1.675829, -2.040393, -1.415654], [-0.021757, -2.451556, -1.666218], [0.645990, -5.714155, -2.052493], [-0.572845, -4.450183, -1.831901], [0.405092, 0.377444, -0.237680], [-0.476597, -0.184890, 0.510942], [-1.365100, 0.682052, 0.980313], [-0.460696, -1.375122, 0.824695], [0.402747, 1.345784, -0.524765], [1.229524, -0.204259, -0.282735], [-2.147812, 0.262532, 1.461418], [-1.326661, 1.689836, 0.925643], [-4.512430, -0.628737, 0.636967], [-4.081296, -0.840477, 1.862474], [-4.587634, -2.017105, 2.276450], [-3.481123, -0.059454, 2.488174], [-4.315997, 0.284600, 0.253121], [-4.848513, -1.337860, 0.001121], [-4.480887, -2.242061, 3.255283], [-5.143283, -2.583746, 1.651736], [1.644642, -1.235521, -5.426671], [0.427331, -0.631514, -4.868321], [0.809659, 0.731290, -4.335862], [0.622205, 1.820915, -5.283284], [1.445007, -1.711093, -6.236341], [-0.349287, -0.452119, -5.611808], [0.028938, -1.193153, -4.023371], [1.807634, 0.619013, -3.912154], [0.205881, 1.019610, -3.475386], [-0.189944, 1.695616, -5.779565], [3.590075, -1.061213, -2.076947], [4.752221, -1.316197, -2.946456], [5.111500, -2.765261, -2.951083], [4.262877, -3.435885, -3.868153], [3.528443, -0.120984, -1.893191], [4.617593, -0.883832, -3.937933], [5.494660, -0.718838, -2.417249], [5.165310, -3.289075, -1.996711], [6.140447, -2.798507, -3.309209], [3.487998, -3.563666, -3.316040], [-3.300605, 6.194833, 0.996406], [-2.854522, 5.448705, -0.154694], [-2.884093, 3.927476, 0.171742], [-1.845951, 3.401871, 1.100304], [-3.878979, 5.626910, 1.510749], [-3.523135, 5.760623, -0.957050], [-1.882687, 5.774260, -0.525716], [-2.685593, 3.428439, -0.776763], [-3.907413, 3.635911, 0.408182], [-2.209104, 3.569733, 1.972965], [-1.706407, 4.939909, 3.805330], [-2.203402, 4.039296, 4.751190], [-2.295362, 2.616499, 4.240255], [-3.330346, 2.523664, 3.213858], [-1.663722, 5.766770, 4.291204], [-1.629273, 3.971820, 5.675272], [-3.182142, 4.461940, 4.978201], [-2.457272, 1.940891, 5.080160], [-1.367141, 2.331878, 3.744796], [-3.419179, 1.580229, 3.060112], [-0.618966, -3.642186, 5.873223], [0.027713, -2.481148, 5.351770], [-1.002149, -1.796888, 4.414805], [-0.564205, -0.524082, 4.105710], [0.080569, -4.011338, 6.417256], [0.142094, -1.877353, 6.252018], [0.883255, -2.833138, 4.775350], [-2.013355, -1.562021, 4.747083], [-1.253390, -2.406804, 3.547063], [-1.065231, -0.356732, 3.304107], [-1.834604, -3.282611, -0.752259], [-3.121260, -3.799677, -0.665867], [-3.262235, -5.082977, -1.478595], [-2.741477, -6.184377, -0.834395], [-1.710657, -2.675864, -0.018704], [-3.480640, -3.989888, 0.345455], [-3.810505, -2.983055, -0.880716], [-2.763859, -4.925922, -2.435188], [-4.334221, -5.197894, -1.639044], [-2.302404, -5.882915, -0.035695], [0.320288, 3.109550, -0.877859], [0.343184, 3.662862, -2.185639], [1.581022, 4.577409, -2.319361], [1.501955, 5.322302, -3.505023], [-0.487399, 3.386039, -0.438762], [0.463120, 2.902422, -2.957292], [-0.638660, 4.134889, -2.221436], [2.589251, 4.163791, -2.341228], [1.554724, 5.234513, -1.450095], [2.325435, 5.747641, -3.755137], [4.165634, -0.219363, 0.655530], [4.491552, 1.125607, 0.563051], [3.622816, 1.943618, -0.361356], [3.970532, 1.546191, -1.724497], [4.481429, -0.758132, -0.073587], [4.517020, 1.478223, 1.594127], [5.551579, 1.170284, 0.313120], [3.795453, 3.018378, -0.304939], [2.567696, 1.760437, -0.158267], [4.868569, 1.873140, -1.815172], [2.255204, -2.649058, 2.068702], [3.089622, -1.748882, 2.725657], [2.655626, -3.616644, 2.371265], [1.198302, -2.539069, 2.311549], [2.431543, -2.656294, 0.993087], [3.466310, -1.206224, 2.029076]],
  "forces_ev_per_a": [[-2.4656, 7.1877, 0.9357], [-0.1825, -1.9464, 0.4679], [-2.8907, -3.4812, -0.9097], [5.5938, -2.0797, -0.6175], [-0.1691, 0.0413, -0.4198], [0.3680, 0.1855, 0.3653], [-0.2936, 0.2931, -0.0820], [0.2648, -0.4395, 0.1437], [3.6803, -0.2888, -2.3563], [-1.4555, 0.0151, 1.7398], [-2.0135, -0.1126, 0.8129], [-0.5777, -1.0193, -0.0016], [0.0609, 0.1445, 0.0913], [0.2881, 0.4440, -0.5391], [0.2462, 0.5675, 0.0299], [0.0882, -0.0965, -0.1018], [-0.1883, 1.9148, -3.5163], [-3.8139, -3.9672, -1.8642], [0.4744, -1.2024, 1.7439], [2.5972, 2.8588, 3.6153], [0.0953, -0.2824, -0.2230], [0.0759, 0.2462, 0.3441], [-0.0495, -0.3675, -0.2993], [0.1048, 0.1266, 0.5900], [-1.3490, 0.5748, 0.5503], [1.2686, 0.3718, -0.2961], [-1.0239, 0.5378, 0.0227], [1.3199, -0.5054, 0.4672], [-0.1495, -0.0744, 0.0468], [-0.0846, -0.5036, -0.2334], [0.1183, -0.4991, -0.1878], [0.4187, 0.6624, -0.6823], [-0.3857, -0.4968, 0.2166], [-0.0624, -0.2596, 0.1531], [-0.2147, -1.4354, -0.6155], [-0.7006, 1.4948, 2.4373], [0.3749, -0.0950, -1.3724], [0.8961, 0.0890, 0.2329], [0.3315, 0.3767, -0.4514], [-0.2053, -0.4064, -0.1230], [0.8878, -0.0730, -0.3448], [-0.4989, 0.4067, 0.3745], [0.1383, -0.1688, -0.4259], [-0.8812, -0.5866, 0.1109], [0.8603, 0.1281, -0.4275], [-0.6341, -0.3375, 1.3849], [1.2497, 0.1419, -1.0348], [-1.6767, 1.7055, -2.0230], [-0.0125, -0.0430, 0.0653], [-0.3151, -0.8314, -0.3554], [0.3370, 0.0901, 0.7296], [0.1083, -0.2482, -0.1431], [0.0747, -0.1133, 0.7080], [0.0383, -0.0689, 0.6352], [0.9736, 0.1058, -0.4043], [-1.0229, -0.6999, 0.4682], [-0.4535, 0.6689, -1.0887], [0.4553, 0.5974, 1.3916], [0.1667, 0.3567, -0.4720], [0.3751, 0.3261, 0.0650], [-0.4785, -0.7436, 0.5705], [-0.2553, -0.0574, -0.0750], [0.3921, 0.0039, 0.2911], [-0.2401, -0.3004, -0.4040], [0.1066, -0.6574, 0.0408], [-2.6211, -0.0338, -0.2695], [-0.5146, -0.6731, 0.6896], [1.0153, 1.0604, -1.1576], [-0.3164, -0.5752, 0.2155], [1.0203, 0.6939, -0.5682], [0.3856, 0.8532, 0.1869], [-0.2608, -1.0872, 1.5920], [0.8586, -0.3147, -0.4663], [0.3456, 0.8047, -0.3754], [0.2375, -0.4061, 0.0753], [-0.9461, 0.1660, 0.1466], [-0.7392, 1.9301, -0.2190], [0.4341, -0.8610, 0.5641], [0.8540, 0.5874, 0.4358], [0.6597, -0.5885, 0.6729], [-0.5112, -0.1298, -1.2223], [-0.0606, -0.0648, -0.2627], [-0.1165, -0.3282, -0.2504], [0.2085, -0.1598, 0.1120], [0.5761, -0.6267, 0.2742], [0.9076, -0.1397, -0.1084], [-0.0609, 1.1978, 0.4122], [-1.0940, 0.4792, -0.9454], [0.0926, 0.1304, 0.4208], [-0.4897, -0.1306, 0.1376], [0.4147, 0.7475, -1.1482], [-0.3676, -1.2794, 0.4964], [0.0061, 0.2634, 0.2601], [0.0689, -0.2207, 0.3178], [-0.8851, -0.9293, 0.2793], [1.0902, 0.4482, 1.0119], [0.5641, -0.3087, -0.5478], [-0.7104, 0.6808, 0.6941], [-0.0950, 0.0698, -0.5329], [-0.5798, 0.3767, 0.0509], [0.2172, 0.4729, -0.6122], [0.0453, 0.0278, 0.4506], [0.1074, -0.0921, -0.3195], [0.1813, -0.1345, -0.4104], [0.5755, -1.4350, -0.0508], [0.1985, 1.0415, 0.3232], [-0.6771, -0.5853, 0.0963], [0.0447, 0.0856, -0.1057], [-0.4018, 0.3173, -0.2565], [0.2531, 0.4948, 0.1624]],
  "lowdin_charge": [0.215, -0.835, 0.203, 0.065, 0.090, 0.094, 0.127, 0.067, 0.209, -0.709, 0.203, 0.008, 0.064, 0.104, 0.040, 0.067, 0.189, -0.728, 0.186, 0.061, 0.124, 0.101, 0.122, 0.107, -0.058, -0.202, -0.233, -0.072, 0.077, 0.113, 0.099, 0.118, 0.088, 0.073, -0.129, -0.186, -0.257, -0.066, 0.004, 0.126, 0.104, 0.124, 0.114, 0.019, -0.072, -0.206, -0.167, -0.113, 0.073, 0.114, 0.112, 0.106, 0.120, 0.035, -0.050, -0.261, -0.192, -0.093, 0.095, 0.121, 0.124, 0.127, 0.120, 0.021, -0.093, -0.192, -0.278, -0.064, 0.076, 0.124, 0.117, 0.108, 0.110, 0.039, -0.071, -0.264, -0.265, -0.032, 0.056, 0.111, 0.094, 0.119, 0.119, 0.093, -0.098, -0.170, -0.232, -0.060, 0.044, 0.088, 0.123, 0.113, 0.113, 0.089, -0.059, -0.238, -0.165, -0.089, 0.089, 0.133, 0.126, 0.120, 0.101, 0.098, -0.176, -0.121, 0.078, 0.056, 0.072, 0.016],
  "smiles": "NC(N)=O.NC(N)=O.NC(N)=O.OCCO.OCCO.OCCO.OCCO.OCCO.OCCO.OCCO.OCCO.CO",
  "total_charge": 0,
  "homo_lumo_gap_ev": 8.92
}

=====

[2]
{
  "formula": "C5H10O2",
  "method": "ωB97M-V with the def2-TZVPD basis set",
  "elements": ["C", "C", "O", "C", "C", "C", "O", "H", "H", "H", "H", "H", "H", "H", "H", "H", "H"],
  "positions_angstrom": [[-1.750265, 0.827670, -0.726812], [-0.707371, -0.261848, -0.577851], [0.447985, 0.053539, -1.361413], [1.627063, -0.033949, -0.577518], [1.254978, -0.848546, 0.661666], [-0.218131, -0.487881, 0.869986], [-0.402384, 0.619365, 1.731568], [-2.015802, 0.953759, -1.778865], [-1.371202, 1.782114, -0.353353], [-2.654149, 0.583801, -0.162248], [-1.116112, -1.208065, -0.959193], [1.978794, 0.975160, -0.305955], [2.409645, -0.506115, -1.180468], [1.355875, -1.919441, 0.456387], [1.853475, -0.604162, 1.543810], [-0.778335, -1.297386, 1.343391], [0.085936, 1.371984, 1.376869]],
  "forces_ev_per_a": [[-0.0274, 0.0817, -0.0255], [-0.1980, -0.0826, 0.1275], [-0.0254, 0.0934, -0.0224], [0.2498, -0.0122, 0.1312], [0.0231, -0.0397, -0.0115], [-0.0407, -0.2792, -0.1048], [0.1472, 0.2207, -0.0612], [0.0419, -0.0456, 0.0920], [-0.0427, -0.0750, -0.0676], [0.0927, -0.0197, -0.0401], [0.0560, 0.0645, 0.0545], [-0.0804, -0.1208, -0.0366], [-0.0928, 0.0867, 0.0979], [-0.0377, 0.1320, 0.0081], [-0.0870, -0.0583, -0.1298], [0.0610, 0.0678, -0.0766], [-0.0395, -0.0138, 0.0650]],
  "lowdin_charge": [-0.033, -0.337, -0.103, -0.195, -0.102, -0.332, -0.023, 0.083, 0.080, 0.089, 0.147, 0.118, 0.120, 0.121, 0.122, 0.151, 0.094],
  "smiles": "C[C@H]1OCC[C@H]1O",
  "total_charge": 0,
  "homo_lumo_gap_ev": 10.52
}

=====

So what do the calculations give for LUMO energy? Going down the list: -0.07; 0.89 eV.